# 1
Computed, not measured: a cluster of 2 separate species, C4H12NS in total, with wB97M-V/def2-TZVPD.

```
18
Properties=species:S:1:pos:R:3:nbo_charge:R:1
C 1.3423 1.1126 0.6100 -0.717
C 2.0209 -1.3022 0.1656 -0.707
C -4.6595 -0.1095 -0.4788 -0.712
C 2.2623 0.1352 0.0085 0.532
N 3.2932 0.5542 -0.6645 -0.627
S -2.9780 0.2715 0.0915 -0.086
H 0.6978 0.6583 1.3565 0.269
H 0.6936 1.5247 -0.1698 0.295
H 1.8789 1.9543 1.0468 0.265
H 2.6156 -1.9028 -0.5187 0.248
H 0.9637 -1.5324 0.0443 0.281
H 2.2765 -1.5920 1.1884 0.290
H -4.9694 0.7169 -1.1099 0.233
H -5.3170 -0.1934 0.3793 0.228
H -4.6450 -1.0325 -1.0519 0.221
H 3.9282 -0.0879 -1.1234 0.435
H -2.9001 -0.7156 0.9871 0.118
H 3.4960 1.5408 -0.7611 0.434
```

Computed properties:
HOMO-LUMO gap: 7.023 eV
Spin multiplicity: 1
Energy relative to the best compared isomer or geometry (same formula, charge and spin): 23.80 kJ/mol
Total charge: +1
E_HOMO: -0.42541 Ha

=====

# 2
Computed, not measured: a cluster of 3 separate species, C7H20BN3O9PS2 in total, with wB97M-V/def2-TZVPD.

```
43
Properties=species:S:1:pos:R:3:nbo_charge:R:1
C 3.2858 -1.0443 3.3227 -1.041
B 2.6169 0.0379 2.2297 0.836
O 2.7120 -0.2484 0.7757 -0.947
S 1.7329 1.5529 2.9688 1.789
O 2.2668 2.7822 2.1347 -0.949
O 2.1878 1.8469 4.4515 -0.912
N -0.0012 1.5234 2.7693 -1.075
S -0.7783 0.3814 3.8363 1.723
O -1.5275 1.1802 4.9725 -0.912
O 0.1743 -0.5945 4.5659 -0.965
P -2.2558 -0.6606 2.6063 1.098
O -3.2433 -1.7104 3.6148 -0.948
O -1.4323 -1.6392 1.4132 -1.008
H 2.8928 -0.8388 4.4188 0.283
H 3.0616 -2.1730 3.0217 0.242
H 4.4648 -0.9305 3.3353 0.239
H 3.3041 0.4442 0.3235 0.530
H -2.6073 -2.0772 4.3086 0.495
H -1.0005 -1.0672 0.7058 0.524
C -1.8598 -1.8119 -2.2143 0.529
O -0.7126 -1.3857 -2.1744 -0.617
N -2.2217 -3.1090 -2.5096 -0.438
C -3.6051 -3.5352 -2.5364 -0.396
C -1.1859 -4.0779 -2.8026 -0.418
H -2.7238 -1.1590 -2.0077 0.112
H -3.7439 -4.3335 -1.8015 0.197
H -3.8401 -3.9117 -3.5362 0.187
H -4.2778 -2.7069 -2.2977 0.213
H -0.5152 -4.1534 -1.9414 0.222
H -0.6111 -3.7338 -3.6676 0.211
H -1.6224 -5.0572 -3.0164 0.199
C 2.1667 3.3643 -1.2430 0.542
O 3.0600 2.5508 -1.4414 -0.645
N 1.0347 3.5143 -2.0155 -0.441
C 0.0217 4.5034 -1.7131 -0.396
C 0.8513 2.6552 -3.1669 -0.419
H 2.2061 4.0666 -0.3940 0.136
H -0.9307 3.9936 -1.5409 0.196
H -0.0746 5.1832 -2.5646 0.179
H 0.2863 5.0796 -0.8222 0.221
H 0.8393 1.6128 -2.8351 0.229
H 1.6912 2.7966 -3.8538 0.202
H -0.0862 2.8898 -3.6784 0.194
```

Computed properties:
HOMO-LUMO gap: 8.038 eV
Spin multiplicity: 1
Energy relative to the best compared isomer or geometry (same formula, charge and spin): 472.34 kJ/mol
Total charge: -1
E_HOMO: -0.21202 Ha

=====

# 3
Computed, not measured: the ion C7H17N2 with charge +1, with wB97M-V/def2-TZVPD.

```
26
Properties=species:S:1:pos:R:3:nbo_charge:R:1
C -1.0136 -2.0056 -1.5482 -0.418
N 0.2382 -1.4488 -1.0532 -0.462
C 1.4328 -2.0389 -1.6307 -0.413
C 0.2351 0.0038 -1.0204 -0.047
H -0.9386 -3.0963 -1.5873 0.236
H -1.8216 -1.7449 -0.8413 0.179
H -1.2867 -1.6193 -2.5515 0.189
H 1.3244 -3.1311 -1.6568 0.228
H 1.6595 -1.6624 -2.6428 0.187
H 2.2849 -1.7959 -0.9853 0.205
H 1.2761 0.3712 -1.0501 0.223
H -0.3314 0.4401 -1.8697 0.200
C 0.2453 1.2099 2.4175 -0.435
C -0.4713 2.3650 1.6873 -0.431
C -0.7601 1.9221 0.2591 -0.219
N -0.3776 0.4652 0.2018 -0.352
C 0.4394 0.0720 1.4162 -0.209
H 1.2227 1.5314 2.7894 0.246
H -0.3365 0.8448 3.2705 0.240
H -1.4228 2.6086 2.1677 0.240
H 0.1303 3.2789 1.6829 0.246
H -1.8243 1.9755 0.0025 0.234
H -0.1855 2.4532 -0.5046 0.231
H -1.2534 -0.0664 0.2555 0.434
H 1.4721 -0.0211 1.0668 0.224
H 0.0628 -0.9110 1.7244 0.245
```

Computed properties:
HOMO-LUMO gap: 9.935 eV
Spin multiplicity: 1
Energy relative to the best compared isomer or geometry (same formula, charge and spin): 30.65 kJ/mol
Total charge: +1
E_HOMO: -0.47269 Ha

=====

# 4
Computed, not measured: a structure of composition C21H19Cl3N3O3RuS2, with wB97M-V/def2-TZVPD.

```
52
Properties=species:S:1:pos:R:3:nbo_charge:R:1
Ru 0.6618 0.7367 0.2203 0.462
C -0.1489 -6.1145 -0.4155 -0.258
O -1.2535 -5.6809 0.3680 -0.467
C -1.3453 -4.3786 0.6643 0.389
C -2.4341 -4.0214 1.4972 -0.302
C -2.5859 -2.7317 1.8862 -0.102
C -1.6991 -1.6996 1.4664 -0.363
C -1.8619 -0.3422 1.8694 0.599
C -3.1099 0.1285 2.5672 -0.692
O -1.0153 0.5628 1.6538 -0.660
C -0.6222 -2.0661 0.6056 0.543
O 0.2218 -1.2139 0.1325 -0.730
C -0.4669 -3.4147 0.2225 -0.422
H -0.2454 -7.1924 -0.4941 0.212
H 0.7959 -5.8668 0.0715 0.185
H -0.1777 -5.6722 -1.4129 0.184
H -3.1247 -4.7941 1.8045 0.237
H -3.4035 -2.5028 2.5529 0.213
H -3.7919 -0.6560 2.8658 0.227
H -3.6304 0.8053 1.8858 0.235
H -2.8234 0.7217 3.4355 0.246
H 0.3683 -3.6367 -0.4250 0.231
C 4.2656 3.0273 -1.7804 -0.668
C 3.0355 2.5957 -1.0357 -0.150
S 2.6929 0.9916 -1.0178 0.357
C 2.1996 3.5471 -0.3661 -0.195
C 2.5179 5.0238 -0.3391 -0.667
S 0.8512 3.0606 0.4119 0.411
H 4.7499 2.1705 -2.2407 0.247
H 4.9802 3.5022 -1.1045 0.246
H 4.0120 3.7438 -2.5641 0.245
H 3.4019 5.2791 -0.9166 0.233
H 2.6703 5.3448 0.6917 0.253
H 1.6701 5.5942 -0.7172 0.253
Cl 3.1480 1.5215 4.9966 0.101
C 3.0172 0.0101 4.0972 -0.226
Cl 4.6175 -0.6186 3.7020 0.103
Cl 2.0892 -1.1792 5.0101 0.109
C 2.3033 0.2715 2.8402 0.368
N 1.7586 0.4601 1.8557 -0.244
N -4.0612 1.5939 -5.4751 -0.217
C -3.3274 1.4793 -4.6002 0.237
C -2.3981 1.3273 -3.5102 -0.088
C -1.0876 0.9386 -3.7533 -0.197
C -0.2348 0.7727 -2.6809 0.078
N -0.6114 0.9967 -1.4157 -0.389
C -1.8732 1.3882 -1.1891 0.054
C -2.7969 1.5540 -2.1998 -0.185
H -0.7384 0.7602 -4.7599 0.253
H 0.7839 0.4502 -2.8340 0.221
H -2.1334 1.5715 -0.1554 0.234
H -3.8102 1.8509 -1.9712 0.252
```

Computed properties:
HOMO-LUMO gap (alpha / beta): 5.157 / 5.122 eV
Spin multiplicity: 1
Energy relative to the best compared isomer or geometry (same formula, charge and spin): 29.30 kJ/mol
Total charge: +1
E_HOMO (alpha / beta): -0.38251 / -0.38186 Ha

=====

# 5
Computed, not measured: a cluster of 2 separate species, C4H7NO2 in total, with wB97M-V/def2-TZVPD.

```
14
Properties=species:S:1:pos:R:3:nbo_charge:R:1
C -0.8162 -1.4469 0.1498 -0.633
C -0.4187 -0.1697 -0.5310 -0.427
C -1.4092 2.0703 0.8798 0.481
O -2.2389 1.5823 1.4838 -0.497
C 0.8174 0.3672 -0.5170 0.492
O 1.0714 1.6577 -0.8749 -0.696
N 1.9804 -0.2769 -0.1832 -0.830
H -0.0986 -1.7224 0.9331 0.201
H -1.7846 -1.3175 0.6510 0.214
H -0.9182 -2.3061 -0.5256 0.207
H -1.1842 0.3772 -1.0741 0.204
H 0.2991 2.1756 -0.5987 0.496
H 1.9571 -1.2592 0.0262 0.393
H 2.7432 0.2685 0.1808 0.396
```

Computed properties:
HOMO-LUMO gap: 8.738 eV
Spin multiplicity: 1
Energy relative to the best compared isomer or geometry (same formula, charge and spin): 144.05 kJ/mol
E_HOMO: -0.28555 Ha

=====

# 6
Computed, not measured: the ion C7H13N with charge +1, with wB97M-V/def2-TZVPD.

```
21
Properties=species:S:1:pos:R:3:nbo_charge:R:1
C 2.3497 -0.3868 -0.5849 -0.311
C 1.6369 0.4199 0.5487 -0.415
C 0.1110 0.1517 0.5251 -0.178
C -0.4113 -0.4497 1.6215 0.007
C -2.9127 0.1014 0.0133 -0.617
C -1.8207 0.1428 -1.0780 -0.517
C -0.5175 0.6463 -0.6039 0.222
N 3.5723 -1.0853 -0.2732 -0.374
H 1.6212 -1.0897 -0.9746 0.186
H 2.8497 0.2391 -1.3548 0.245
H 1.7212 1.5005 0.4441 0.246
H 2.0978 0.0851 1.4774 0.241
H 0.1500 -1.1534 2.2218 0.238
H -1.3567 -0.0535 1.9734 0.234
H -1.7977 -0.8664 -1.4876 0.295
H -3.8998 0.1224 -0.4340 0.263
H -2.8041 -0.8465 0.5390 0.218
H -2.1037 0.7790 -1.9171 0.255
H 0.1214 1.1842 -1.2985 0.232
H 4.3086 -0.4176 -0.0249 0.306
H -2.9157 0.9767 0.6672 0.221
```

Computed properties:
HOMO-LUMO gap (alpha / beta): 6.258 / 6.310 eV
Spin multiplicity: 2
Energy relative to the best compared isomer or geometry (same formula, charge and spin): 368.39 kJ/mol
Total charge: +1
E_HOMO (alpha / beta): -0.48946 / -0.49128 Ha

=====

The lowest energy relative to the best compared isomer or geometry (same formula, charge and spin) belongs to which entry? C4H12NS

=====

The highest energy relative to the best compared isomer or geometry (same formula, charge and spin) belongs to which entry? C7H20BN3O9PS2

=====

Copy entry 4 word for word.
Computed, not measured: a structure of composition C21H19Cl3N3O3RuS2, with wB97M-V/def2-TZVPD.

```
52
Properties=species:S:1:pos:R:3:nbo_charge:R:1
Ru 0.6618 0.7367 0.2203 0.462
C -0.1489 -6.1145 -0.4155 -0.258
O -1.2535 -5.6809 0.3680 -0.467
C -1.3453 -4.3786 0.6643 0.389
C -2.4341 -4.0214 1.4972 -0.302
C -2.5859 -2.7317 1.8862 -0.102
C -1.6991 -1.6996 1.4664 -0.363
C -1.8619 -0.3422 1.8694 0.599
C -3.1099 0.1285 2.5672 -0.692
O -1.0153 0.5628 1.6538 -0.660
C -0.6222 -2.0661 0.6056 0.543
O 0.2218 -1.2139 0.1325 -0.730
C -0.4669 -3.4147 0.2225 -0.422
H -0.2454 -7.1924 -0.4941 0.212
H 0.7959 -5.8668 0.0715 0.185
H -0.1777 -5.6722 -1.4129 0.184
H -3.1247 -4.7941 1.8045 0.237
H -3.4035 -2.5028 2.5529 0.213
H -3.7919 -0.6560 2.8658 0.227
H -3.6304 0.8053 1.8858 0.235
H -2.8234 0.7217 3.4355 0.246
H 0.3683 -3.6367 -0.4250 0.231
C 4.2656 3.0273 -1.7804 -0.668
C 3.0355 2.5957 -1.0357 -0.150
S 2.6929 0.9916 -1.0178 0.357
C 2.1996 3.5471 -0.3661 -0.195
C 2.5179 5.0238 -0.3391 -0.667
S 0.8512 3.0606 0.4119 0.411
H 4.7499 2.1705 -2.2407 0.247
H 4.9802 3.5022 -1.1045 0.246
H 4.0120 3.7438 -2.5641 0.245
H 3.4019 5.2791 -0.9166 0.233
H 2.6703 5.3448 0.6917 0.253
H 1.6701 5.5942 -0.7172 0.253
Cl 3.1480 1.5215 4.9966 0.101
C 3.0172 0.0101 4.0972 -0.226
Cl 4.6175 -0.6186 3.7020 0.103
Cl 2.0892 -1.1792 5.0101 0.109
C 2.3033 0.2715 2.8402 0.368
N 1.7586 0.4601 1.8557 -0.244
N -4.0612 1.5939 -5.4751 -0.217
C -3.3274 1.4793 -4.6002 0.237
C -2.3981 1.3273 -3.5102 -0.088
C -1.0876 0.9386 -3.7533 -0.197
C -0.2348 0.7727 -2.6809 0.078
N -0.6114 0.9967 -1.4157 -0.389
C -1.8732 1.3882 -1.1891 0.054
C -2.7969 1.5540 -2.1998 -0.185
H -0.7384 0.7602 -4.7599 0.253
H 0.7839 0.4502 -2.8340 0.221
H -2.1334 1.5715 -0.1554 0.234
H -3.8102 1.8509 -1.9712 0.252
```

Computed properties:
HOMO-LUMO gap (alpha / beta): 5.157 / 5.122 eV
Spin multiplicity: 1
Energy relative to the best compared isomer or geometry (same formula, charge and spin): 29.30 kJ/mol
Total charge: +1
E_HOMO (alpha / beta): -0.38251 / -0.38186 Ha

=====

What is the spin multiplicity in the sixth record? 2